Version A
Below is 13 unconnected molecules or ions with the total composition C18H62N2O13, with properties calculated with ωB97M-V/def2-TZVPD.

Element x y z (Å)
C1 0.9328 4.0608 -1.5721
C2 0.1165 4.9214 -2.6395
O1 0.1348 6.2385 -2.2941
H1 0.6048 3.0550 -1.5241
H2 0.8077 4.2913 -0.4796
H3 2.0166 4.1592 -1.7223
H4 -0.8809 4.6395 -2.6862
H5 0.5352 4.8014 -3.6208
H6 -0.0888 6.8287 -3.0677
C3 -3.6835 0.5364 1.2626
C4 -4.9105 -0.1002 0.7503
O2 -5.1103 -1.4776 1.1914
H7 -2.9571 -0.0820 0.7580
H8 -3.4920 0.3472 2.3024
H9 -3.6203 1.6525 1.0619
H10 -4.9753 0.0725 -0.3209
H11 -5.7776 0.4795 1.1072
H12 -6.0529 -1.6859 1.0550
C5 -2.1309 1.7438 -2.7550
C6 -2.9572 0.6647 -2.1357
O3 -3.7532 0.1136 -3.1878
H13 -1.7064 2.2881 -1.8823
H14 -2.7564 2.5515 -3.1838
H15 -1.3924 1.3986 -3.4719
H16 -3.4980 0.9177 -1.3317
H17 -2.3011 -0.1747 -1.8556
H18 -3.8614 -0.8703 -3.0778
C7 1.5133 -2.9286 2.1949
C8 2.4307 -2.0349 3.0827
O4 1.8346 -0.7487 3.3074
H19 2.0264 -3.8434 1.8783
H20 0.9736 -2.3787 1.3768
H21 0.7122 -3.1718 2.8282
H22 3.3718 -1.8576 2.7034
H23 2.7467 -2.4692 4.0725
H24 2.2912 -0.0837 2.7300
C9 -2.1327 -2.8068 1.5021
C10 -1.7411 -4.2118 1.8693
O5 -1.4878 -4.3726 3.2648
H25 -1.3092 -2.1294 1.6332
H26 -2.8998 -2.4400 2.2656
H27 -2.3769 -2.6237 0.4290
H28 -0.8414 -4.3535 1.2797
H29 -2.5225 -5.0136 1.5928
H30 -1.1455 -5.2540 3.3829
C11 -0.1438 -1.5522 -3.7472
O6 -0.8145 -2.4490 -3.0308
N1 -0.2866 -1.4252 -5.0663
N2 0.5607 -0.5656 -3.1508
H31 -0.6945 -2.2519 -5.5619
H32 0.4995 -1.1414 -5.6889
H33 0.7396 -0.6407 -2.0985
H34 0.9608 0.2377 -3.6626
C12 1.5710 -4.2670 -0.9423
O7 1.6466 -2.9808 -1.5278
H35 2.3332 -4.4132 -0.2681
H36 1.7005 -4.8079 -1.8170
H37 0.5732 -4.4061 -0.5339
H38 0.8465 -2.8220 -2.0013
C13 3.2913 2.5605 1.7394
O8 2.4381 1.4202 1.8238
H39 2.8973 3.2494 1.0074
H40 4.2500 2.3295 1.2964
H41 3.2553 3.1137 2.6954
H42 1.5670 1.8097 1.8677
C14 -1.5784 -0.7276 4.2762
O9 -0.8857 -0.0078 3.3459
H43 -2.4673 -0.2435 4.5805
H44 -0.9773 -0.8795 5.2096
H45 -1.7553 -1.7381 3.9352
H46 0.0647 -0.2653 3.4475
C15 -1.1013 2.8334 1.0395
O10 0.0906 2.5513 1.7859
H47 -1.6515 1.9745 0.8279
H48 -0.9690 3.4464 0.1484
H49 -1.6632 3.3517 1.7715
H50 0.4624 3.4305 2.1171
C16 3.4116 -1.0817 -0.2379
O11 4.1350 -0.0267 0.3606
H51 3.8342 -1.9808 -0.5539
H52 2.9244 -0.7166 -1.1610
H53 2.5787 -1.3102 0.4007
H54 3.4731 0.5935 0.7955
C17 -0.1226 -0.4611 -0.0220
O12 0.6465 0.5695 -0.5900
H55 0.1705 -0.4225 0.9962
H56 0.0328 -1.3935 -0.5439
H57 -1.1526 -0.2554 -0.1481
H58 0.7330 1.2275 0.1094
C18 3.8682 2.2957 -1.8660
O13 4.7713 1.2679 -2.1729
H59 4.0931 3.1336 -2.5451
H60 4.0012 2.6892 -0.8875
H61 2.7710 1.9824 -2.0129
H62 4.3848 0.5164 -1.8130

The spin multiplicity is 1. The calculation puts the HOMO energy at -9.4 eV. The calculation puts the gap between HOMO and LUMO at 9.73 eV.

***

Version B
Below is 13 unconnected molecules or ions with the total composition C18H62N2O13, with properties calculated with ωB97M-V/def2-TZVPD.

Element x y z (Å)
C1 0.1420 0.3500 1.0840
C2 0.4570 -0.2760 -0.3000
O1 0.7400 0.7230 -1.1940
H1 -0.0470 -0.3560 1.9280
H2 -0.7680 1.0190 0.9390
H3 1.0020 0.9540 1.3040
H4 -0.3800 -0.9380 -0.4710
H5 1.3290 -0.9050 -0.3540
H6 0.7820 1.5160 -0.6780
C3 -3.4320 0.6600 2.0990
C4 -4.6450 0.1400 1.3660
O2 -5.7630 0.7960 1.8140
H7 -3.2470 1.6240 1.9180
H8 -2.5570 0.2200 1.7080
H9 -3.4460 0.5760 3.1840
H10 -4.7480 -0.8970 1.5630
H11 -4.6050 0.2620 0.2810
H12 -5.6940 1.6370 1.4670
C5 3.7670 -0.6220 0.9350
C6 4.0060 0.0570 2.2540
O3 2.9180 0.5620 2.8280
H13 4.7320 -0.9340 0.4520
H14 3.3390 0.0720 0.2070
H15 3.1190 -1.4190 1.0750
H16 4.6880 0.8440 2.1030
H17 4.3970 -0.6400 2.9340
H18 2.8720 0.0530 3.6640
C7 -2.3090 -2.5440 0.1830
C8 -3.6730 -3.1850 0.0720
O4 -4.6360 -2.3580 -0.6060
H19 -1.5190 -3.1690 0.4390
H20 -2.3770 -1.7280 0.9230
H21 -2.0210 -2.1940 -0.8190
H22 -4.0710 -3.4170 1.0740
H23 -3.4280 -4.0820 -0.5080
H24 -4.4650 -2.5880 -1.4890
C9 -0.5020 0.5910 4.5030
C10 -1.3220 1.8930 4.7530
O5 -2.3980 1.8510 5.6610
H25 -0.3040 0.2030 5.4840
H26 0.3860 0.7200 3.8930
H27 -1.0950 -0.1770 3.9900
H28 -1.8480 2.0910 3.7670
H29 -0.7210 2.7220 5.0100
H30 -2.3410 2.4210 6.3650
C11 0.0680 2.5450 -4.2530
O6 -1.1510 1.8190 -4.2310
N1 1.0530 2.3290 -3.4480
N2 0.3590 3.4590 -5.1130
H31 1.0120 1.6420 -2.6290
H32 1.9350 2.8570 -3.4680
H33 -0.4770 3.7730 -5.5830
H34 0.9910 4.2160 -4.8150
C12 0.5590 -4.1330 -1.0890
O7 1.0850 -4.8000 -2.1720
H35 0.0640 -3.2550 -1.5300
H36 1.2830 -3.6750 -0.3630
H37 -0.0930 -4.6840 -0.4970
H38 2.0250 -4.9150 -2.0950
C13 0.8060 -2.8800 2.3340
O8 0.1660 -4.1360 2.2120
H39 0.6890 -2.5030 1.3390
H40 1.8550 -2.9850 2.4580
H41 0.4030 -2.2250 3.1360
H42 0.8600 -4.8100 2.1270
C14 -0.7160 4.1390 -0.6310
O9 0.4250 3.5680 -0.1310
H43 -1.5460 3.9150 0.0530
H44 -1.0140 3.7510 -1.5480
H45 -0.6960 5.1960 -0.6370
H46 1.0840 4.1630 0.3150
C15 -2.5580 0.8360 -1.3850
O10 -3.3590 0.2060 -2.3960
H47 -3.1510 1.6640 -0.9130
H48 -1.6630 1.3500 -1.7460
H49 -2.2120 0.0910 -0.7590
H50 -3.0120 -0.6020 -2.7850
C16 0.1250 -1.2450 -4.0650
O11 -1.2430 -0.9980 -3.8860
H51 0.3150 -2.1970 -3.7530
H52 0.7210 -0.5150 -3.4980
H53 0.4230 -1.2970 -5.1120
H54 -1.2540 -0.0220 -3.9440
C17 3.9390 -1.1960 -2.3430
O12 5.1650 -1.8260 -2.1110
H55 3.1120 -1.7640 -1.7770
H56 3.9560 -1.1760 -3.4090
H57 4.0640 -0.2040 -1.7700
H58 5.9010 -1.3300 -2.6550
C18 3.3750 2.7160 -0.0550
O13 2.6850 2.7880 1.2310
H59 2.7910 2.1240 -0.7180
H60 4.3950 2.3220 0.0300
H61 3.4040 3.7920 -0.4860
H62 2.7370 1.9870 1.7550

The spin multiplicity is 1. The calculation puts the HOMO energy at -9.1 eV. The calculation puts the gap between HOMO and LUMO at 9.14 eV.

***

Of them, version A has the highest stability.

***

Version A
Below is a molecular structure, C5H4N2O2, with properties calculated with ωB97M-V/def2-TZVPD.

Element x y z (Å)
C1 -1.0247 1.0986 -1.2840
C2 -0.8282 -0.1430 -0.2932
C3 0.2221 -1.3228 -0.4823
C4 0.9155 -0.6241 0.6718
C5 0.0446 0.5439 0.7089
H1 -1.5017 1.9589 -1.0521
H2 -1.7285 -0.4879 0.2195
H3 -0.2119 -2.3151 -0.3921
H4 0.6715 -1.3942 -1.5806
N1 1.7981 -0.5611 1.7144
N2 0.2802 1.2207 1.7240
O1 -0.1528 1.3846 -2.2390
O2 1.5158 0.6413 2.2845

The spin multiplicity is 1. The calculation puts the HOMO energy at -10.3 eV. The calculation puts the gap between HOMO and LUMO at 10.13 eV.

***

Version B
Below is a single C5H4N2O2 molecule, with properties calculated with ωB97M-V/def2-TZVPD.

Element x y z (Å)
C1 -0.3441 1.1307 -0.0818
C2 -0.7962 0.5296 1.1929
C3 -0.1909 -2.0177 0.8823
C4 0.9291 -0.9421 -0.9629
C5 0.6767 0.5373 -0.8676
H1 -0.4133 3.0391 -1.0161
H2 -1.3304 1.2611 1.9304
H3 -0.2074 -2.6182 1.6594
H4 1.1066 0.9633 -1.7200
N1 -0.7988 -0.8321 1.4172
N2 0.4715 -2.2032 -0.1821
O1 -0.7694 2.4787 -0.3860
O2 1.6665 -1.3266 -1.8659

The spin multiplicity is 1. The calculation puts the HOMO energy at -9.7 eV. The calculation puts the gap between HOMO and LUMO at 8.10 eV.

***

Version C
Below is a single C5H4N2O2 molecule, with properties calculated with ωB97M-V/def2-TZVPD.

Element x y z (Å)
C1 -1.0378 1.3411 0.1767
C2 -1.8790 0.0841 0.3942
C3 0.0966 -0.5518 -0.3568
C4 2.1813 -0.1910 -0.1894
C5 0.2761 0.7665 0.0373
H1 -2.0069 -0.1339 1.4514
H2 -2.8123 0.1649 -0.0702
H3 1.5378 -2.1841 -0.6911
H4 3.2513 -0.4639 -0.1639
N1 1.2812 -1.2176 -0.5045
N2 1.6817 0.9104 0.1325
O1 -1.4558 2.4706 0.0482
O2 -1.1142 -0.9955 -0.2643

The spin multiplicity is 1. The calculation puts the HOMO energy at -8.7 eV. The calculation puts the gap between HOMO and LUMO at 9.27 eV.

***

Of them, version C has the highest stability.

***

Version A
Below is a single C6H6O3 molecule, with properties calculated with ωB97M-V/def2-TZVPD.

Element x y z (Å)
C1 1.1820 -0.3352 0.4676
C2 0.1318 -1.2180 0.8304
C3 -1.1805 -0.9190 0.2613
C4 -1.4054 0.3414 -0.3609
C5 -0.3343 1.2885 -0.3983
C6 0.9917 1.0425 0.0161
H1 3.1875 -0.2246 0.3487
H2 0.5782 -2.2015 1.1061
H3 -1.9236 -2.6362 0.5972
H4 -2.4605 0.5717 -0.6814
H5 0.0292 3.0212 -1.1325
H6 1.6708 1.4605 -0.7564
O1 2.4479 -0.8504 0.4508
O2 -2.2542 -1.7643 0.3640
O3 -0.6606 2.4235 -1.1127

The spin multiplicity is 1. The calculation puts the HOMO energy at -8.4 eV. The calculation puts the gap between HOMO and LUMO at 9.16 eV.

***

Version B
Below is a single C6H6O3 molecule, with properties calculated with ωB97M-V/def2-TZVPD.

Element x y z (Å)
C1 -0.5209 0.9154 0.4957
C2 0.2253 1.3847 -0.5153
C3 -0.5580 -0.3254 1.2259
C4 1.5183 0.7188 -0.9686
C5 -0.3221 -1.5559 0.7348
C6 2.5917 0.4428 -0.2681
O1 0.3026 -1.8629 -0.4420
O2 -0.6116 -2.6906 1.4705
O3 3.5354 0.2507 0.3603
H1 -1.2283 1.5544 0.7738
H2 0.1570 2.2539 -1.0928
H3 -0.9773 -0.5446 2.1666
H4 1.3713 0.3247 -1.9458
H5 0.1828 -3.2147 1.5505
H6 0.9033 -1.1110 -0.8045

The spin multiplicity is 1. The calculation puts the HOMO energy at -8.4 eV. The calculation puts the gap between HOMO and LUMO at 8.92 eV.

***

Of them, version A has the highest stability.